[1]
# C30H26NO3P2ReS

A molecular structure, C30H26NO3P2ReS (ωB97M-V/def2-TZVPD, the Open Molecules 2025 dataset).

Computed properties:
calculated total energy = -70694.1466 eV
ΔE to the lowest compared entry with this formula, charge and spin = 39.07 kJ/mol
total charge = +2
M = 728.76 g/mol

Last column: natural (NBO) charge in e.
Geometry (Å):
Re 0.709 -1.016 -1.735  1.20
O 2.467 -1.678 -2.325  -0.51
N 2.648 -1.895 -3.665  0.00
C 3.756 -2.590 -4.012  0.04
C 4.008 -2.815 -5.333  -0.22
C 3.114 -2.322 -6.292  -0.12
C 2.003 -1.619 -5.897  -0.21
C 1.769 -1.402 -4.538  0.02
S 0.433 -0.476 -3.902  0.10
H 4.369 -2.917 -3.186  0.26
H 4.892 -3.371 -5.611  0.26
H 3.298 -2.494 -7.344  0.25
H 1.294 -1.222 -6.611  0.26
O 1.742 0.540 -0.986  -0.99
P 1.005 1.133 0.255  1.95
C 0.363 -0.280 1.230  -1.21
P -1.053 -1.298 0.725  1.95
O -0.762 -1.839 -0.747  -1.01
C -2.514 -0.323 0.754  -0.52
C -3.215 -0.065 -0.422  -0.15
C -4.381 0.688 -0.362  -0.19
C -4.837 1.168 0.857  -0.15
C -4.134 0.913 2.031  -0.22
C -2.970 0.171 1.983  -0.13
C -1.165 -2.635 1.857  -0.43
C -0.016 -3.382 2.153  -0.19
C -0.109 -4.477 2.991  -0.18
C -1.343 -4.832 3.530  -0.14
C -2.486 -4.107 3.227  -0.20
C -2.405 -3.009 2.385  -0.16
C 2.151 1.947 1.316  -0.41
C 3.352 2.381 0.750  -0.17
C 4.258 3.080 1.533  -0.19
C 3.969 3.344 2.863  -0.15
C 2.775 2.912 3.429  -0.18
C 1.863 2.212 2.659  -0.21
C -0.315 2.191 -0.253  -0.43
C -1.108 2.845 0.693  -0.19
C -2.113 3.696 0.271  -0.20
C -2.318 3.908 -1.090  -0.15
C -1.518 3.278 -2.030  -0.19
C -0.511 2.417 -1.616  -0.20
H 0.078 0.079 2.227  0.31
H 1.225 -0.935 1.401  0.30
H -2.869 -0.455 -1.370  0.24
H -4.938 0.888 -1.267  0.24
H -5.754 1.743 0.897  0.24
H -4.501 1.283 2.979  0.24
H -2.437 -0.043 2.904  0.22
H 0.948 -3.128 1.727  0.21
H 0.774 -5.057 3.223  0.24
H -1.411 -5.689 4.188  0.24
H -3.442 -4.400 3.639  0.24
H -3.301 -2.457 2.137  0.23
H 3.580 2.170 -0.287  0.24
H 5.191 3.417 1.101  0.24
H 4.681 3.890 3.468  0.24
H 2.559 3.119 4.468  0.24
H 0.938 1.883 3.118  0.21
H -0.942 2.709 1.756  0.22
H -2.727 4.209 0.999  0.24
H -3.096 4.587 -1.414  0.24
H -1.664 3.469 -3.085  0.24
H 0.143 1.958 -2.345  0.24


[2]
# C17H21F4N2O15P2

5 unconnected molecules or ions with the total composition C17H21F4N2O15P2 (ωB97M-V/def2-TZVPD, the Open Molecules 2025 dataset).

Computed properties:
calculated total energy = -81098.2482 eV
total charge = +1
M = 631.29 g/mol

Last column: natural (NBO) charge in e.
Geometry (Å):
C -0.592 2.304 1.195  -0.70
C -1.806 1.407 1.818  0.08
C -2.919 1.965 2.865  -0.16
C -4.006 0.878 3.302  0.01
N -4.189 -0.529 2.937  -0.16
N -3.244 -0.866 2.051  -0.35
P -3.428 -2.591 1.484  0.42
P -1.478 -3.641 1.679  1.91
O -0.445 -3.143 0.571  -1.07
O -0.811 -3.414 3.272  -0.95
O -1.825 -5.353 1.366  -0.93
C -2.131 -0.132 1.474  0.01
H 0.439 2.025 1.725  0.27
H -0.789 3.457 1.140  0.29
H -0.453 1.946 0.065  0.26
H -2.938 3.050 3.297  0.32
H -4.836 1.279 4.065  0.26
H -4.376 -3.292 2.348  0.09
H 0.082 -2.947 3.108  0.53
H -1.523 -5.457 0.400  0.53
H -1.400 -0.679 0.720  0.30
C 2.484 -2.958 -2.846  -0.14
C 1.735 -1.906 -2.102  0.43
O 1.225 -1.079 -3.123  -0.49
C 1.061 -1.902 -4.197  0.96
O 0.391 -1.623 -5.177  -0.56
O 1.734 -3.083 -4.038  -0.47
F 2.571 -1.169 -1.336  -0.33
H 3.507 -2.656 -3.092  0.21
H 2.518 -3.906 -2.303  0.22
H 0.910 -2.289 -1.492  0.16
C -2.514 5.744 -0.335  -0.14
C -3.549 6.714 0.124  0.44
O -3.980 6.178 1.355  -0.46
C -2.901 5.506 1.846  0.98
O -2.791 5.142 3.005  -0.60
O -1.953 5.296 0.883  -0.50
F -4.602 6.733 -0.724  -0.31
H -2.941 4.892 -0.873  0.21
H -1.755 6.214 -0.967  0.25
H -3.174 7.731 0.277  0.17
C 3.194 -8.671 -2.025  -0.13
C 3.411 -7.684 -3.121  0.44
O 3.175 -6.442 -2.498  -0.49
C 3.517 -6.630 -1.192  0.96
O 3.712 -5.724 -0.399  -0.57
O 3.623 -7.958 -0.882  -0.47
F 2.497 -7.847 -4.104  -0.32
H 2.141 -8.947 -1.906  0.20
H 3.783 -9.582 -2.163  0.22
H 4.421 -7.698 -3.545  0.16
C 2.792 4.634 0.731  -0.13
C 2.043 5.686 1.476  0.44
O 1.533 6.512 0.454  -0.47
C 1.369 5.689 -0.619  0.96
O 0.699 5.968 -1.600  -0.57
O 2.042 4.508 -0.460  -0.48
F 2.879 6.422 2.241  -0.31
H 3.816 4.936 0.486  0.22
H 2.827 3.685 1.274  0.20
H 1.218 5.303 2.086  0.15


| no. | strongest force on any atom (eV/A) |
| --- | --- |
| 1 | 1.4 |
| 2 | 6.8 |